1.
This record from the OMol25 dataset describes the molecule C4H5N3O at a distorted geometry. The level of theory is ωB97M-V with the def2-TZVPD basis set.

Geometry as XYZ:
```
13
Properties=species:S:1:pos:R:3:forces:R:3:nbo_charge:R:1
C 1.63335 -0.70699 0.91949 0.48 0.46 -0.65 0.4994
C -0.39927 1.32468 -1.04726 -1.00 -0.15 -0.41 0.2896
C -1.66248 -0.46227 -0.51024 0.59 -0.45 0.62 -0.0606
C -0.76383 -0.90565 0.37715 -1.01 0.02 -0.36 -0.0722
H 1.60703 -1.76467 1.28360 -0.23 0.69 -0.19 0.1417
H 1.30620 1.47825 0.12877 0.30 0.53 -0.23 0.4254
H -0.21308 2.23242 -1.59067 0.29 0.26 -0.27 0.1914
H -2.62289 -0.91677 -0.60245 -0.41 -0.30 -0.02 0.2086
H -0.93823 -1.76900 0.99466 0.18 -0.08 0.19 0.2213
N 0.44026 -0.21411 0.48809 0.31 -0.55 0.45 -0.2827
N 0.35974 1.14044 0.07221 0.58 -0.85 0.83 -0.4485
N -1.40658 0.59986 -1.36819 0.55 0.81 -0.29 -0.4849
O 2.65978 -0.03620 0.85484 -0.63 -0.38 0.33 -0.6287
```
Positions in Å, forces in eV/Å.

Computed properties:
Largest force on an atom: 0.026 Eh/bohr
E: -394.8730 hartree
HOMO-LUMO gap: 8.7265 eV
Multiplicity: 1
SMILES: O=CN1C=CN=CN1
HOMO level: -8.048 eV
Energy above the lowest of the compared OMol25 structures with the same formula, charge and spin: 59.3 kcal per mole

=====

2.
This record from the OMol25 dataset describes the molecule C4H5N3O at a distorted geometry. The level of theory is ωB97M-V with the def2-TZVPD basis set.

Geometry as XYZ:
```
13
Properties=species:S:1:pos:R:3:forces:R:3:nbo_charge:R:1
C -1.40633 -0.15887 0.05129 1.55 -0.75 1.05 0.6729
C 0.85203 1.14868 -0.00504 -0.49 -2.85 2.27 0.0536
C 1.66162 0.10039 0.37964 -2.79 -1.43 -3.09 -0.3366
C 1.32088 -1.32174 -0.19560 -4.49 1.24 1.19 0.0562
H -3.38273 0.45355 -0.09903 2.76 -2.40 -0.14 0.3496
H -1.02851 1.71778 -0.30913 -2.17 3.98 -0.79 0.3847
H 1.18766 2.17577 0.13351 -0.33 -0.18 -0.21 0.2190
H 2.62808 0.33025 0.65031 2.04 0.18 0.44 0.2163
H 1.91401 -1.95542 -0.73994 2.55 -0.83 -1.18 0.1968
N -2.64120 -0.39923 0.02813 -2.58 3.77 -0.34 -0.6624
N -0.51372 0.94519 -0.24200 0.66 -2.99 -0.23 -0.6160
N 0.09917 -1.86907 -0.28943 4.07 2.14 0.89 -0.1184
O -0.69096 -1.16728 0.63729 -0.78 0.15 0.15 -0.4157
```
Positions in Å, forces in eV/Å.

Computed properties:
Largest force on an atom: 0.093 Eh/bohr
E: -394.7764 hartree
HOMO-LUMO gap: 9.5160 eV
Multiplicity: 1
SMILES: [H]/N=C1\NC=CC=NO1
HOMO level: -9.004 eV
Energy above the lowest of the compared OMol25 structures with the same formula, charge and spin: 119.9 kcal per mole

=====

3.
This record from the OMol25 dataset describes a structure of composition C4H5N3O2 at a distorted geometry. The level of theory is ωB97M-V with the def2-TZVPD basis set.

Geometry as XYZ:
```
14
Properties=species:S:1:pos:R:3:forces:R:3:nbo_charge:R:1
C -1.17475 1.99898 0.03622 -3.93 -0.92 6.47 -0.1056
C -0.62166 -1.02345 2.02039 1.85 -3.70 1.91 0.5314
C 0.30105 -0.51873 -0.22479 -1.43 2.55 1.75 0.3626
C 1.59780 -0.52503 -2.06261 0.70 -6.11 -3.81 0.4939
H -2.13126 2.76680 0.33280 3.29 -1.83 -1.60 0.2278
H -0.40815 2.00472 -0.64403 1.11 0.47 -2.22 0.2129
H -0.79701 -0.52434 3.17429 -0.01 -1.24 -3.52 0.1804
H 0.69264 -1.41981 -0.01287 1.66 -3.21 0.69 0.2003
H 2.05392 0.24560 -3.13219 -1.24 -2.29 3.86 0.1749
N -1.17048 1.10396 1.02565 -0.47 1.25 -1.71 -0.2617
N -0.32956 -0.02302 1.01165 -0.32 -0.75 -2.86 -0.3333
N 0.47060 0.05661 -1.35467 1.74 0.48 0.39 -0.5757
O -0.40701 -2.29329 1.87501 -1.25 6.72 0.37 -0.5443
O 1.92387 -1.84901 -2.04484 -1.70 8.58 0.27 -0.5635
```
Positions in Å, forces in eV/Å.

Computed properties:
Largest force on an atom: 0.170 Eh/bohr
E: -469.9543 hartree
HOMO-LUMO gap: 9.0397 eV
Multiplicity: 1
HOMO level: -10.018 eV
Energy above the lowest of the compared OMol25 structures with the same formula, charge and spin: 179.1 kcal per mole

=====

4.
This record from the OMol25 dataset describes the molecule C4H5N3O3S at a distorted geometry. The level of theory is ωB97M-V with the def2-TZVPD basis set.

Geometry as XYZ:
```
16
Properties=species:S:1:pos:R:3:forces:R:3:nbo_charge:R:1
C -0.70574 0.43700 -0.54926 0.26 -2.34 -2.87 -0.4313
C -1.39463 1.41315 0.25427 -0.56 1.42 0.06 -0.3630
C 0.14235 -0.42092 0.35379 0.35 -1.70 -0.13 -0.1846
C 1.70223 -0.31640 0.34154 0.88 0.01 -1.58 -0.3379
N -1.07949 0.94409 1.60347 -2.62 0.45 1.67 -0.0952
N -0.42496 -0.07700 1.65479 1.91 0.83 0.81 -0.0845
N 2.23833 -1.27779 1.32103 1.09 -0.86 1.14 0.1535
O 3.36874 -1.67283 1.11537 -1.75 1.04 -0.20 -0.2570
O -0.75194 -1.51572 -2.26071 -0.42 -0.14 0.10 -0.8577
O -2.34403 0.35271 -2.67012 -0.55 0.16 0.30 -0.8447
S -1.46134 -0.35516 -1.79910 2.28 0.61 0.28 2.0725
H -1.06185 2.45766 0.25312 0.26 -0.10 -0.49 0.2408
H -2.47109 1.45431 -0.04194 0.60 -0.02 0.99 0.2574
H -0.00060 -1.49701 0.38768 -0.53 -0.29 -1.12 0.2557
H 1.91932 0.71682 0.62909 0.65 -0.19 0.11 0.2332
H 2.32471 -0.64291 -0.59302 -1.83 1.11 0.93 0.2427
```
Positions in Å, forces in eV/Å.

Computed properties:
Largest force on an atom: 0.072 Eh/bohr
E: -943.3590 hartree
HOMO-LUMO gap (alpha / beta): 8.0365 / 8.0376 eV
Multiplicity: 1
SMILES: O=NC[C@H]1N=NCC1=S(=O)=O
HOMO level (alpha / beta): -9.533 / -9.534 eV
Energy above the lowest of the compared OMol25 structures with the same formula, charge and spin: 131.6 kcal per mole

=====

5.
This record from the OMol25 dataset describes a cluster of 2 separate species, C4H5N3O4 in total at a distorted geometry. The level of theory is ωB97M-V with the def2-TZVPD basis set.

Geometry as XYZ:
```
16
Properties=species:S:1:pos:R:3:forces:R:3:nbo_charge:R:1
C -0.27148 -0.38152 1.08664 3.35 0.94 0.29 0.0091
C -0.05681 -0.76550 -1.31612 -0.41 1.04 -2.02 0.5595
C -2.08508 -0.52069 -0.17120 -1.41 -0.11 -0.10 0.2891
C 0.55090 -0.39505 -0.05380 -0.55 -2.05 2.30 0.1282
N -1.59327 -0.36274 0.98992 -0.67 -0.06 0.60 -0.4699
N -1.45616 -0.72204 -1.33534 -0.83 0.18 -0.28 -0.5606
N 1.07048 2.61383 1.87370 0.13 -0.07 -0.71 0.3835
O 0.60058 2.64029 0.79538 -0.28 0.09 -0.06 -0.3147
O 0.55680 -0.96233 -2.36031 0.51 -0.26 0.62 -0.6322
O 2.12673 1.76804 1.98557 0.43 0.83 2.79 -0.5517
O 1.93881 -0.56403 -0.02114 -1.94 0.89 0.35 -0.6782
H 0.10167 -0.24642 2.15811 -0.04 -0.32 -1.78 0.2210
H -3.13640 -0.53295 -0.20534 -1.33 0.05 -0.40 0.1808
H 2.28578 1.17694 1.26964 -0.20 -0.81 -2.10 0.4828
H -2.12178 -0.77653 -2.17793 2.29 -0.13 1.39 0.4475
H 2.06622 -0.73851 -0.95550 0.97 -0.20 -0.88 0.5061
```
Positions in Å, forces in eV/Å.

Computed properties:
Largest force on an atom: 0.068 Eh/bohr
E: -620.5524 hartree
HOMO-LUMO gap: 9.1602 eV
Multiplicity: 1
SMILES: O=c1[nH]cncc1O.O=NO
HOMO level: -9.062 eV
Energy above the lowest of the compared OMol25 structures with the same formula, charge and spin: 92.3 kcal per mole

=====

6.
This record from the OMol25 dataset describes a cluster of 2 separate species, C4H5N3OS in total at a distorted geometry. The level of theory is ωB97M-V with the def2-TZVPD basis set.

Geometry as XYZ:
```
14
Properties=species:S:1:pos:R:3:forces:R:3:nbo_charge:R:1
C -0.06750 -0.90577 -0.83901 -0.49 -1.20 -0.89 0.2619
C 0.47908 1.77057 -0.34573 -2.06 0.64 -1.15 0.5196
C 0.95672 -0.57481 0.07995 1.73 1.07 1.73 0.0215
C 1.68244 -1.44735 0.79471 1.18 -0.20 0.72 -0.3519
N -0.77810 -1.31627 -1.64883 0.11 0.37 0.45 -0.2854
N 1.23354 0.81328 0.19113 0.03 -0.84 -0.20 -0.6051
N -3.08014 0.32606 -0.21015 0.24 -1.82 -0.43 -0.8475
O 0.62955 2.92357 -0.07693 0.64 1.63 0.45 -0.5805
S -3.96941 -0.46941 0.81143 0.12 0.54 -0.09 0.4443
H -0.36669 1.52021 -0.99786 0.18 -0.71 -0.19 0.1410
H 2.60015 -1.02955 1.38524 -2.01 -0.94 -1.05 0.2218
H 1.48089 -2.54332 0.84076 0.21 1.22 -0.26 0.2362
H 1.79952 1.29740 0.87735 0.55 -1.08 0.39 0.4296
H -2.60007 -0.36461 -0.86207 -0.42 1.31 0.51 0.3944
```
Positions in Å, forces in eV/Å.

Computed properties:
Largest force on an atom: 0.052 Eh/bohr
E: -792.9957 hartree
HOMO-LUMO gap (alpha / beta): 8.2043 / 8.3772 eV
Multiplicity: 3
HOMO level (alpha / beta): -8.425 / -9.918 eV
Energy above the lowest of the compared OMol25 structures with the same formula, charge and spin: 0.0 kcal per mole

=====

7.
This record from the OMol25 dataset describes the molecule C4H5N3S at a distorted geometry. The level of theory is ωB97M-V with the def2-TZVPD basis set.

Geometry as XYZ:
```
13
Properties=species:S:1:pos:R:3:forces:R:3:nbo_charge:R:1
C -0.23448 -1.87681 0.81523 -0.95 -2.08 -0.74 0.2125
C 0.58427 0.99219 1.09529 -0.51 -1.51 -0.05 -0.1874
C -0.04069 -1.56423 2.13434 0.99 2.56 0.91 -0.7735
C -0.43670 0.77464 -1.17412 0.27 1.22 2.87 0.3541
N -0.53016 -2.49419 -0.12493 0.23 0.72 -0.55 -0.3968
N 0.46562 0.88996 -0.23999 -0.17 -0.36 -1.14 -0.5320
N -0.14896 1.00998 -2.46411 0.74 -0.63 -1.36 -0.7809
S 0.51970 0.05031 2.47373 -0.54 -1.41 -1.26 0.6160
H 1.03600 1.86728 1.44656 0.38 1.74 0.21 0.2063
H 0.27356 -2.33366 2.81520 -0.04 0.04 0.27 0.2561
H -1.48398 0.72986 -0.82426 0.26 -0.24 -0.82 0.1883
H -0.86873 1.01680 -3.21871 1.06 -0.30 1.33 0.4191
H 0.86455 0.93787 -2.73423 -1.72 0.24 0.34 0.4180
```
Positions in Å, forces in eV/Å.

Computed properties:
Largest force on an atom: 0.061 Eh/bohr
E: -717.7577 hartree
HOMO-LUMO gap (alpha / beta): 6.8916 / 6.8957 eV
Multiplicity: 1
HOMO level (alpha / beta): -7.051 / -7.053 eV
Energy above the lowest of the compared OMol25 structures with the same formula, charge and spin: 85.3 kcal per mole

=====

8.
This record from the OMol25 dataset describes the molecule C4H5N3S at a distorted geometry. The level of theory is ωB97M-V with the def2-TZVPD basis set.

Geometry as XYZ:
```
13
Properties=species:S:1:pos:R:3:forces:R:3:nbo_charge:R:1
C 1.10079 -0.38453 -0.15974 0.06 0.65 1.89 0.1684
C 0.74853 1.03621 -0.16247 1.59 -0.17 -1.03 -0.4258
C -0.55519 1.40912 0.02552 2.49 -0.55 -0.74 0.0980
C -1.10271 -0.94009 -0.07638 0.05 -1.03 1.59 0.5195
H 3.36310 0.43462 0.33285 -0.42 0.01 -0.13 0.1275
H 1.68269 1.60381 -0.41543 -1.79 0.42 0.52 0.2335
H -0.85614 2.43121 0.06113 -0.32 0.46 0.19 0.2212
H -2.41212 0.66869 0.38470 0.31 -0.55 -0.33 0.4281
H -1.60494 -2.76305 -0.08988 -0.29 1.01 0.04 0.3613
N -1.46785 0.43908 0.08215 -0.43 -0.97 0.15 -0.5674
N -2.01997 -1.81049 -0.06262 -0.36 -0.46 -0.50 -0.6985
N 0.26455 -1.35026 0.05256 -0.35 1.64 -1.32 -0.4956
S 2.85925 -0.77433 0.02761 -0.55 -0.44 -0.33 0.0297
```
Positions in Å, forces in eV/Å.

Computed properties:
Largest force on an atom: 0.052 Eh/bohr
E: -717.8514 hartree
HOMO-LUMO gap: 8.8895 eV
Multiplicity: 1
SMILES: [H]/N=c1\nc(S)cc[nH]1
HOMO level: -8.527 eV
Energy above the lowest of the compared OMol25 structures with the same formula, charge and spin: 26.5 kcal per mole

=====

9.
This record from the OMol25 dataset describes a cluster of 2 separate species, C4H5N3S in total at a distorted geometry. The level of theory is ωB97M-V with the def2-TZVPD basis set.

Geometry as XYZ:
```
13
Properties=species:S:1:pos:R:3:forces:R:3:nbo_charge:R:1
C -0.50745 -0.24660 2.31404 1.27 -4.31 1.44 -0.0800
C -1.15044 -0.91684 1.37011 -1.10 0.27 -1.25 -0.3952
C 0.85503 0.06970 -1.57492 -1.72 -0.38 0.21 -0.4782
C 0.92906 1.22679 -1.03574 -2.64 1.78 2.86 0.0747
N -0.07927 0.99354 2.30906 0.19 2.37 3.55 -0.2576
N -0.14455 1.76588 1.37106 2.07 2.10 -1.77 0.0180
N -0.69420 1.55627 0.23754 -0.76 -1.80 -3.29 -0.3460
S -1.95106 0.13512 0.25788 0.59 1.08 -0.98 0.2878
H 0.02131 -0.76289 3.13900 -0.62 -0.16 -0.51 0.2064
H -1.30521 -1.97203 1.16448 0.35 0.04 0.73 0.2366
H 1.70716 -0.30567 -2.00215 2.14 -0.78 -1.49 0.2342
H -0.01598 -0.60829 -1.65972 0.21 0.69 0.68 0.2530
H 1.45864 2.16248 -0.83694 0.03 -0.90 -0.18 0.2460
```
Positions in Å, forces in eV/Å.

Computed properties:
Largest force on an atom: 0.092 Eh/bohr
E: -717.6182 hartree
HOMO-LUMO gap (alpha / beta): 7.4315 / 7.4335 eV
Multiplicity: 1
HOMO level (alpha / beta): -7.943 / -7.944 eV
Energy above the lowest of the compared OMol25 structures with the same formula, charge and spin: 172.9 kcal per mole

=====

10.
This record from the OMol25 dataset describes a cluster of 2 separate species, C4H5N4O in total at a distorted geometry. The level of theory is ωB97M-V with the def2-TZVPD basis set.

Geometry as XYZ:
```
14
Properties=species:S:1:pos:R:3:forces:R:3:nbo_charge:R:1
C -0.16979 0.23492 -2.34771 0.15 0.94 0.10 -0.1705
C 0.40692 1.37349 -1.78610 -0.25 0.48 0.05 0.0414
C -0.72924 -0.69132 -1.44134 -0.98 0.50 -0.48 0.0543
C -0.18633 -0.70520 3.72219 1.23 0.28 -0.64 0.6709
N 0.58662 1.50312 -0.47222 -0.64 -0.30 0.22 -0.1150
N 0.00820 0.59257 0.26249 1.15 0.07 -0.84 -0.0395
N 0.04520 -0.27295 2.69202 0.20 0.75 -0.35 -0.5337
N -0.69517 -0.42827 -0.13356 0.71 0.01 0.10 -0.1331
O -0.34870 -1.30592 4.82020 -0.43 -0.07 0.49 -0.5798
H -0.15459 0.35134 -3.44091 -0.52 -1.30 0.44 0.2804
H 0.66741 2.26889 -2.38755 0.19 -0.93 0.43 0.2559
H -1.38858 -1.56479 -1.65242 0.95 0.75 -0.32 0.2658
H 0.27507 0.57306 1.29540 -0.91 -0.18 -0.24 0.4765
H -1.18109 -1.74139 4.62413 -0.85 -0.99 1.06 0.5263
```
Positions in Å, forces in eV/Å.

Computed properties:
Largest force on an atom: 0.033 Eh/bohr
E: -449.3294 hartree
HOMO-LUMO gap: 9.9934 eV
Multiplicity: 1
Charge: +1
HOMO level: -15.434 eV
Energy above the lowest of the compared OMol25 structures with the same formula, charge and spin: 16.6 kcal per mole